{"formula": "C15H20ClFNO", "method": "ωB97M-V/def2-TZVPD", "elements": ["O", "C", "F", "C", "C", "N", "C", "C", "C", "C", "Cl", "C", "C", "H", "H", "H", "H", "H", "H", "H", "H", "H", "H", "H", "H", "H", "H", "C", "C", "C", "C", "C", "C", "H", "H", "H", "H", "H", "H"], "xyz": [[0.32080, -3.60973, 0.06039], [0.54042, -2.46781, -0.03855], [1.69360, -1.90834, 0.40317], [-0.35404, -1.40519, -0.65147], [-0.51020, -0.24282, 0.26491], [-1.47133, -0.13880, 1.10719], [-1.35474, 1.03666, 2.02376], [-0.75190, 0.56919, 3.35807], [-1.58838, 0.97464, 4.56913], [-2.84462, 0.13343, 4.74747], [-2.48056, -1.60944, 4.86781], [-0.44113, 1.93636, 1.18353], [0.38282, 0.94764, 0.34798], [-1.31598, -1.86124, -0.88027], [0.11298, -1.07309, -1.58462], [-2.19343, -0.84617, 1.21106], [-2.34423, 1.46535, 2.17860], [-0.66602, -0.51957, 3.34614], [0.26358, 0.95730, 3.45222], [-1.91426, 2.01587, 4.47271], [-0.97818, 0.91197, 5.46907], [-3.36666, 0.41657, 5.65667], [-3.54228, 0.25965, 3.91855], [-1.00795, 2.57303, 0.50380], [0.16763, 2.58890, 1.80515], [0.60527, 1.28503, -0.66639], [1.33685, 0.66626, 0.80376], [2.22908, -1.32434, -3.47645], [2.11620, -0.03631, -2.96779], [1.85839, 1.03419, -3.81395], [1.71003, 0.81311, -5.17590], [1.82055, -0.47341, -5.68636], [2.08056, -1.54189, -4.83928], [2.44689, -2.15608, -2.81645], [2.25400, 0.12976, -1.90382], [1.78481, 2.03968, -3.41819], [1.51530, 1.64410, -5.84078], [1.70957, -0.64289, -6.74911], [2.17656, -2.54157, -5.24175]], "atomic_forces_ev_per_a": [[-0.1, -0.4, 0.0], [0.2, 0.4, 0.0], [-0.1, 0.0, -0.1], [-0.1, 0.0, 0.0], [0.0, 0.1, 0.0], [-0.1, 0.0, 0.0], [0.0, -0.1, -0.1], [0.0, 0.0, 0.1], [-0.1, -0.1, 0.0], [0.0, 0.2, 0.0], [0.0, -0.1, 0.0], [0.1, 0.2, -0.1], [0.1, 0.0, -0.2], [0.0, 0.0, 0.0], [0.0, 0.0, 0.0], [0.1, 0.0, 0.1], [0.0, -0.1, -0.1], [0.1, 0.0, 0.1], [0.0, 0.0, 0.0], [0.1, 0.0, 0.1], [0.0, 0.0, 0.0], [0.0, 0.0, 0.0], [0.0, -0.1, 0.0], [-0.2, 0.0, 0.1], [0.0, -0.1, 0.0], [0.1, 0.1, 0.1], [0.0, -0.1, 0.0], [-0.1, 0.0, 0.0], [0.0, 0.0, 0.1], [0.0, 0.0, 0.0], [0.0, 0.0, 0.0], [0.0, 0.0, 0.0], [0.0, 0.0, 0.0], [0.0, 0.0, 0.0], [0.1, 0.0, 0.0], [0.0, 0.0, 0.0], [0.0, 0.0, 0.0], [0.0, 0.0, 0.0], [0.0, 0.0, 0.0]], "mulliken_charge": [-0.4322, 0.5836, -0.2259, -0.3789, 0.1430, 0.0071, 0.2847, -0.8783, -0.9559, -0.4585, -0.1877, -1.5192, -0.0672, 0.4504, -0.0024, 0.3053, 0.5658, 0.3837, 0.4744, 0.3621, 0.3730, 0.4086, 0.2573, 0.4046, 0.4279, 0.2538, 0.3760, -0.6000, -0.2745, -0.5157, -0.4014, -0.4115, -0.4383, 0.4403, 0.7184, 0.3877, 0.3783, 0.3783, 0.3830], "max_force_ev_per_a": 0.5, "homo_energy_ev": -12.062, "charge": 1, "homo_lumo_gap_ha": 0.28775, "e_tot_ev": -34651.1923}

{"formula": "C11H7Cl4O4", "method": "ωB97M-V/def2-TZVPD", "elements": ["Cl", "C", "C", "Cl", "C", "O", "C", "O", "C", "Cl", "C", "Cl", "C", "C", "C", "C", "C", "O", "O", "H", "H", "H", "H", "H", "H", "H"], "xyz": [[-1.05447, 1.53466, 1.63048], [-0.31609, 0.01493, 1.91040], [-1.05206, -1.14463, 1.85080], [-2.71925, -1.10289, 1.59445], [-0.45131, -2.46714, 2.01440], [-1.10947, -3.47676, 2.23471], [1.09590, -2.51035, 1.95901], [1.68807, -3.57188, 1.84028], [1.76923, -1.22157, 2.10258], [3.44951, -1.23177, 1.95447], [1.07832, -0.03477, 2.24873], [1.83798, 1.36593, 2.86656], [-1.67071, -0.99448, -2.35096], [-0.56319, -0.37269, -1.52238], [-0.54943, 1.07171, -1.49157], [0.62343, 1.80716, -1.07059], [0.79145, 3.21267, -1.60628], [1.49112, 1.32692, -0.33230], [0.28592, -1.06868, -0.94968], [-1.96708, -0.36332, -3.19540], [-1.32276, -1.95415, -2.74506], [-2.56643, -1.18383, -1.74693], [-1.34955, 1.61365, -2.00192], [0.27125, 3.40512, -2.55035], [0.45081, 3.96125, -0.88594], [1.85881, 3.38490, -1.75751]], "atomic_forces_ev_per_a": [[0.1, -0.3, 0.5], [-1.9, -1.1, 0.0], [0.8, 1.6, 0.0], [-0.8, -0.1, -0.2], [-0.5, -1.3, 0.5], [1.1, 1.3, -0.4], [0.3, -1.2, -0.5], [-0.8, 1.2, 0.2], [-0.7, 1.7, -0.1], [0.7, -0.1, 0.4], [1.6, -1.6, -0.1], [0.0, -0.1, -0.4], [-0.2, -0.5, -0.3], [0.3, 1.9, 0.4], [0.5, -0.1, -0.3], [-1.4, -1.4, -0.3], [0.2, 0.6, -0.2], [0.5, 0.5, 0.2], [-0.3, -0.9, 0.0], [0.1, 0.0, 0.2], [0.0, 0.0, 0.1], [0.2, 0.0, 0.0], [0.3, -0.2, -0.1], [0.0, -0.2, 0.2], [0.0, -0.1, 0.1], [0.0, 0.0, 0.0]], "mulliken_charge": [-0.1002, 0.3339, 0.1674, -0.1839, 0.4290, -0.5951, 0.2564, -0.5955, 0.5358, -0.1884, -0.0383, -0.1572, -1.2694, 0.9307, -0.5420, 0.7305, -1.3201, -0.5855, -0.6917, 0.3718, 0.3368, 0.1787, 0.0819, 0.3588, 0.2205, 0.3351], "de_lowest_kj_mol": 21.0, "max_force_ev_per_a": 2.3, "homo_energy_ev": -3.668, "charge": -1, "homo_lumo_gap_ha": 0.17029, "e_tot_ev": -69799.9986}

{"formula": "C6H11N2O6P", "method": "ωB97M-V/def2-TZVPD", "elements": ["C", "C", "C", "C", "C", "C", "N", "N", "O", "O", "O", "O", "O", "O", "P", "H", "H", "H", "H", "H", "H", "H", "H", "H", "H", "H"], "xyz": [[1.78916, -0.81027, 2.80438], [0.78055, 2.04937, -0.20379], [-0.47632, 0.50911, -1.78247], [-2.03423, -0.26548, 0.70651], [2.45031, -1.65569, 1.61187], [-0.33589, 0.92676, -0.40120], [-1.04243, 0.75098, 0.63828], [2.51553, -0.87311, 0.38413], [0.86657, 2.88036, -1.11342], [2.02946, -1.18487, 3.94438], [-4.52931, -0.07264, -2.79939], [1.08887, 0.21968, 2.45066], [1.38142, 2.08403, 0.90316], [-3.13791, -0.75775, -4.71425], [-3.69370, 0.41135, -3.93550], [-1.45067, 0.07868, -1.90210], [0.40731, -0.11272, -1.92088], [-0.41578, 1.28621, -2.50838], [-1.84262, -0.94255, 1.55227], [-3.12840, 0.20526, 0.84426], [-2.15189, -0.71800, -0.24463], [3.53115, -2.02135, 1.66269], [1.72619, -2.49780, 1.51452], [1.30478, 1.22308, 1.57676], [2.78371, 0.10405, 0.69515], [1.58414, -0.81668, 0.23700]], "atomic_forces_ev_per_a": [[1.3, 0.3, -0.8], [-3.0, -1.2, -2.7], [-0.5, -0.4, -0.2], [-2.4, 1.5, 2.6], [0.8, 0.1, 0.4], [5.6, 4.0, -0.4], [-3.7, -1.2, 0.8], [2.9, 0.8, 1.0], [0.7, -0.4, 0.6], [-0.4, -0.1, 0.4], [-0.6, 0.6, 0.9], [0.5, -1.1, 0.6], [1.7, 0.2, 2.5], [0.3, 0.8, -0.5], [0.2, -1.4, -0.5], [-0.2, -1.0, -0.5], [-0.4, -0.7, -0.7], [0.1, 1.0, -0.3], [-0.2, -0.2, -0.4], [2.2, -0.8, 0.1], [0.4, -1.0, -0.8], [-1.6, 0.1, 1.4], [0.8, 0.2, -0.3], [-0.4, 0.3, -0.7], [-0.4, -1.5, -0.8], [-3.8, 1.1, -1.7]], "mulliken_charge": [0.4536, 0.2494, -0.6653, -0.9795, -0.3263, 0.7856, -0.1719, -0.7493, -0.6902, -0.7167, -0.4806, -0.6113, -0.5746, -0.5256, 0.0207, 0.1178, 0.1440, 0.3068, 0.2907, 0.2327, 0.3732, 0.2147, 0.2596, 0.3746, 0.3365, 0.3313], "max_force_ev_per_a": 6.9, "homo_energy_ev": [0.511, -2.215], "charge": -2, "multiplicity": 3, "homo_lumo_gap_ha": [0.18643, 0.21391], "e_tot_ev": -30952.6270, "s_squared": 2.007}